Below is a gas-phase ion, C3H9FNO2 (charge +1), with properties calculated with ωB97M-V/def2-TZVPD.

The geometry in XYZ format:
```
16
Properties=species:S:1:pos:R:3:forces:R:3
H -0.00264 -1.73659 -1.07590 -0.72 0.18 0.05
H -0.54105 1.68325 1.21289 0.02 0.63 0.35
H -0.85349 -0.47387 1.04900 0.36 0.12 -0.12
F 0.96615 -1.94779 2.69838 -0.29 0.46 2.08
H 2.94305 -0.23820 0.00217 2.32 0.88 0.89
H -1.76813 -0.92774 -0.82873 2.62 -0.26 -0.88
H -0.36987 -0.11404 -1.77445 -0.11 -0.41 0.17
C -0.59226 -0.81517 -0.96055 -2.13 0.06 0.20
C 1.21902 -0.53333 0.82363 -2.50 -0.38 4.27
N -0.21291 -0.13880 0.31904 1.35 0.15 -0.54
C -0.38309 1.37058 0.19767 0.21 -0.89 1.11
O 2.08122 -0.54073 -0.10962 -1.41 -0.89 -3.41
H 1.33628 0.19089 1.67672 0.39 -1.06 -0.42
H 0.43122 1.91547 -0.26241 0.47 -0.52 -0.07
O 1.05630 -1.96238 1.35050 0.40 1.81 -3.17
H -1.25985 1.54955 -0.36524 -0.98 0.11 -0.54
```
Positions in Å, forces in eV/Å.

Results
HOMO-LUMO gap = 0.45255 Ha
2S+1 = 1
Total charge = +1
HOMO = -15.6381 eV
SMILES = C[NH+](C)[C@H](O)OF
LUMO = -3.324 eV

***

Below is 2 unconnected molecules or ions with the total composition C3H9IN, with properties calculated with ωB97M-V/def2-TZVPD.

The geometry in XYZ format:
```
14
Properties=species:S:1:pos:R:3:forces:R:3
C -1.16352 -0.19677 -0.04690 -2.61 2.14 1.56
H -1.18392 -1.72363 -1.33744 -0.03 -0.82 -0.38
N -0.32573 0.84852 -0.60601 -1.24 1.19 -3.66
H 0.89477 -0.01525 0.65328 0.72 0.85 0.46
C -0.70783 -1.49068 -0.39686 0.81 -2.08 1.13
H 1.85900 1.17167 -0.29483 -1.96 -0.30 -0.01
H 0.38779 -1.61479 -0.43868 -0.39 0.17 -0.23
H -0.96756 0.33983 2.18487 -0.04 -0.33 -1.07
H -1.04002 -2.11439 0.44900 -0.08 -0.51 -0.84
C 0.83635 0.98897 0.20793 4.63 -0.45 1.18
H 0.80974 1.78413 0.97721 -0.79 -0.60 -0.45
H -0.16790 0.66074 -1.67463 0.27 -0.02 2.15
H -0.79389 1.73542 -0.67770 -0.75 0.63 0.32
I -3.32642 0.05579 -0.08139 1.45 0.13 -0.17
```
Positions in Å, forces in eV/Å.

Results
HOMO-LUMO gap (alpha / beta) = 0.31560 / 0.31522 Ha
2S+1 = 1
Total charge = +1
HOMO (alpha / beta) = -13.2292 / -13.8104 eV
LUMO (alpha / beta) = -4.641 / -5.233 eV

***

Below is 2 unconnected molecules or ions with the total composition C3H9ISi, with properties calculated with ωB97M-V/def2-TZVPD.

The geometry in XYZ format:
```
14
Properties=species:S:1:pos:R:3:forces:R:3
C 0.50093 -1.41783 1.11102 0.76 -1.30 -4.22
H -0.05263 -1.08194 1.90693 -1.39 1.11 1.97
I -4.16324 -0.22689 0.15324 0.55 0.08 -0.20
H 2.31436 1.60434 -0.18072 0.25 0.18 0.60
C -0.78549 -0.08911 -1.55709 0.20 1.52 -1.74
C 1.40762 1.51016 0.43415 -0.85 0.89 0.45
Si 0.58165 -0.06895 -0.26562 -1.95 0.42 1.64
H 0.83367 2.51483 0.24035 0.78 -2.07 0.33
H -1.75279 0.30079 -1.13775 0.01 0.25 1.12
H -0.71200 0.64119 -2.49724 0.34 -1.76 1.92
H -0.06097 -2.26577 0.62109 0.59 0.68 0.71
H 1.61835 1.41004 1.59120 -0.24 0.06 -2.52
H 1.47651 -1.77017 1.42721 0.14 0.01 0.08
H -1.20598 -1.06069 -1.84678 0.83 -0.06 -0.13
```
Positions in Å, forces in eV/Å.

Results
HOMO-LUMO gap (alpha / beta) = 0.17924 / 0.13303 Ha
2S+1 = 1
HOMO (alpha / beta) = -7.2786 / -6.6696 eV
LUMO (alpha / beta) = -2.401 / -3.050 eV

***

Below is 2 unconnected molecules or ions with the total composition C3H9N, with properties calculated with ωB97M-V/def2-TZVPD.

The geometry in XYZ format:
```
13
Properties=species:S:1:pos:R:3:forces:R:3
H 2.40373 1.03879 -3.24836 -0.98 -0.37 0.96
C -1.12587 -1.02680 7.25776 -1.14 -2.90 2.77
H -0.74797 -0.09851 7.34306 1.99 3.13 1.07
H -1.33981 -1.01347 6.25352 -0.75 -1.06 -2.45
H -0.46346 -1.85405 7.63977 -0.54 1.03 -0.77
N 1.52594 0.85010 -2.68658 1.10 -0.61 -4.28
H -1.15650 0.40163 -1.97192 0.91 -0.38 -1.96
H 1.59285 0.96474 -1.72753 -0.31 0.01 1.81
H -2.04975 -1.02215 7.87937 0.44 -0.21 -0.62
H -1.50309 -0.30491 -3.73145 0.61 0.30 0.66
C 0.51922 0.22055 -3.42293 0.13 1.48 0.77
H 0.77224 -0.03573 -4.48293 0.02 0.23 1.21
C -0.75831 0.13508 -3.02608 -1.49 -0.67 0.83
```
Positions in Å, forces in eV/Å.

Results
HOMO-LUMO gap (alpha / beta) = 0.04595 / 0.23870 Ha
2S+1 = 2
Total charge = -1
HOMO (alpha / beta) = 1.5136 / -3.8667 eV
⟨S²⟩ = 0.750
LUMO (alpha / beta) = 2.764 / 2.629 eV

***

Below is 2 unconnected molecules or ions with the total composition C3H9N, with properties calculated with ωB97M-V/def2-TZVPD.

The geometry in XYZ format:
```
13
Properties=species:S:1:pos:R:3:forces:R:3
H -2.74658 0.89698 0.31469 -0.06 0.29 0.07
H 0.45255 0.45902 1.39638 0.11 0.14 -0.45
C 0.63670 -1.10138 -0.97328 -0.15 1.12 0.01
H 2.40987 -1.42427 -0.12113 0.29 -0.06 0.53
H 1.48435 -0.75672 2.04208 0.21 -0.35 0.07
H -0.15940 -0.42106 -1.26480 -0.52 -0.32 0.65
C 1.40832 -0.04395 1.23006 0.25 1.33 -0.23
H -2.84653 0.88906 -1.29994 0.19 -0.18 0.06
H -2.71869 2.30221 -0.58674 0.06 -0.04 0.47
H 0.67040 -2.04862 -1.49594 0.62 0.31 -0.56
C 1.55550 -0.75745 -0.06151 -0.69 -2.34 -0.34
N -2.38369 1.34602 -0.51810 -0.17 -0.08 -0.60
H 2.23719 0.66014 1.33822 -0.15 0.17 0.33
```
Positions in Å, forces in eV/Å.

Results
HOMO-LUMO gap = 0.36804 Ha
2S+1 = 1
HOMO = -8.9243 eV
SMILES = C=CC.N
LUMO = 1.091 eV

***

Below is 2 unconnected molecules or ions with the total composition C3H9N, with properties calculated with ωB97M-V/def2-TZVPD.

The geometry in XYZ format:
```
13
Properties=species:S:1:pos:R:3:forces:R:3
H 1.62418 0.02324 -2.59581 -0.37 1.20 -1.26
H -0.12987 -0.28292 6.88510 -0.21 -0.37 -0.47
C 0.15846 -0.73702 5.91020 -3.88 1.49 0.59
H -0.54916 -0.20898 5.13460 2.20 -0.94 1.10
N -1.22928 0.39494 -4.25282 -1.00 1.55 0.50
H 1.18627 -0.66253 5.96764 2.21 0.58 -1.15
H -0.09669 -1.77093 5.96831 -0.32 -0.76 -0.08
C 1.08938 0.30929 -3.55722 0.52 -0.42 3.14
H -0.53587 1.04853 -2.39481 0.44 -0.80 -1.28
C -0.19149 0.64415 -3.40251 0.31 -0.34 1.75
H -0.98036 0.10884 -5.18771 -0.39 0.36 -0.11
H -1.96373 1.09899 -4.05961 0.34 -0.99 -1.24
H 1.61817 0.03440 -4.41535 0.15 -0.56 -1.50
```
Positions in Å, forces in eV/Å.

Results
HOMO-LUMO gap = 0.34092 Ha
2S+1 = 1
HOMO = -8.1357 eV
SMILES = C=CN.C
LUMO = 1.141 eV

***

Below is 2 unconnected molecules or ions with the total composition C3H9N2, with properties calculated with ωB97M-V/def2-TZVPD.

The geometry in XYZ format:
```
14
Properties=species:S:1:pos:R:3:forces:R:3
C 1.90948 -0.77789 -0.53882 -1.09 -0.55 -3.15
C 1.03507 0.07408 0.20549 1.75 2.70 -1.05
H -1.40209 0.26647 0.04548 -0.34 0.40 1.05
H 2.67906 1.41191 -0.58706 -0.47 -1.63 1.01
H -3.29810 -0.04119 0.66966 1.80 -0.14 -1.99
C 2.46320 0.47792 0.04611 0.55 2.16 1.28
H 0.06484 1.69569 0.79882 0.07 -2.25 -0.57
H 1.75939 -1.02838 -1.66009 0.25 0.78 1.99
H -2.36308 -1.00145 -0.48441 -0.92 -0.11 0.03
N -2.59002 -0.06284 -0.15614 0.63 0.22 1.36
H 2.16168 -1.59711 0.00678 1.01 -2.59 1.25
N -0.03030 0.68665 0.41865 -2.50 1.45 0.42
H 3.03298 0.43767 1.02661 -0.28 -0.28 -1.61
H -2.87702 0.52695 -0.93043 -0.47 -0.17 -0.01
```
Positions in Å, forces in eV/Å.

Results
HOMO-LUMO gap = 0.38581 Ha
2S+1 = 1
Total charge = +1
HOMO = -13.8949 eV
LUMO = -3.396 eV

***

Below is a molecular structure, C3H9N2, with properties calculated with ωB97M-V/def2-TZVPD.

The geometry in XYZ format:
```
14
Properties=species:S:1:pos:R:3:forces:R:3
H 1.91529 -1.13779 0.24500 1.92 1.25 -0.65
H -0.32579 1.78964 -0.38808 -1.97 1.81 -0.36
H -2.39123 0.73532 0.71622 0.40 2.43 2.72
C 0.03532 -0.17747 0.24000 1.24 1.73 4.02
N -1.17371 -0.55201 -0.37188 -1.73 0.11 1.22
C 0.49955 1.20210 -0.28196 2.19 -2.19 2.01
H 0.13432 -0.11300 1.57718 -0.76 -0.50 -4.01
N 1.02120 -1.26142 -0.15847 -1.63 -1.20 2.77
H 1.28455 1.64961 0.31815 -0.42 0.21 0.94
H 0.85614 -2.16292 0.36036 -1.05 0.64 -1.12
H 0.86441 -1.34461 -1.13576 0.73 -0.61 -1.38
H 1.07599 1.11888 -1.13712 0.37 -0.39 -2.60
H -3.13394 -0.29007 -0.35722 -3.07 -1.32 -1.96
C -2.26233 -0.00306 0.04075 3.78 -1.96 -1.60
```
Positions in Å, forces in eV/Å.

Results
HOMO-LUMO gap = 0.41693 Ha
2S+1 = 1
Total charge = +1
HOMO = -15.1055 eV
LUMO = -3.760 eV

***

Values for energy relative to the best compared isomer or geometry (same formula, charge and spin), eV, ordered as above
2.583; 5.303; 3.685; 1.348; 1.328; 1.745; 2.707; 2.845
Values for max |F|, eV/A, ordered as above
4.961; 4.799; 4.477; 4.463; 2.463; 4.195; 3.390; 4.549
Values for calculated total energy, eV, ordered as above
-11547.971; -12835.550; -19232.762; -4744.009; -4745.781; -4745.364; -6228.342; -6228.204